Computed, not measured: C21H19Cl4N6O3W as an isolated structure at a distorted geometry, with ωB97M-V/def2-TZVPD.

Geometry as XYZ:
```
54
Properties=species:S:1:pos:R:3:mulliken_charge:R:1
W -0.70 0.26 -0.49 1.93
O -1.12 -1.43 0.21 -0.61
C -2.35 -2.07 0.13 0.69
C -2.44 -3.40 -0.22 -0.73
C -3.72 -3.95 -0.32 -0.61
C -4.85 -3.18 -0.07 -0.92
C -4.74 -1.85 0.30 -1.10
C -3.47 -1.26 0.40 0.38
C -3.31 0.11 0.84 0.98
N -2.20 0.90 0.68 0.14
C -2.49 2.16 1.22 -0.30
C -3.74 2.11 1.74 -0.76
N -4.22 0.84 1.49 0.02
H -1.56 -3.99 -0.42 0.52
H -3.83 -4.98 -0.60 0.47
H -5.83 -3.63 -0.16 0.46
H -5.64 -1.27 0.46 0.47
H -1.79 2.98 1.18 0.50
H -4.33 2.85 2.25 0.44
H -5.13 0.50 1.78 0.23
Cl 3.37 2.93 -4.32 -0.06
C 2.11 1.99 -3.69 0.28
C 1.91 0.67 -4.21 0.53
Cl 2.93 0.09 -5.43 -0.07
C 0.89 -0.13 -3.72 -0.03
Cl 0.57 -1.71 -4.27 -0.08
C 0.05 0.43 -2.74 0.44
O -1.06 -0.21 -2.26 -0.71
C 0.25 1.73 -2.21 0.30
O -0.58 2.07 -1.20 -0.83
C 1.32 2.51 -2.67 0.06
Cl 1.56 4.07 -2.01 -0.05
C 2.24 -0.47 -0.35 -0.71
N 1.06 0.27 0.38 0.14
C 1.63 1.68 0.87 -0.48
N 2.85 1.53 1.57 0.27
C 3.86 0.89 0.72 -0.72
N 3.42 -0.48 0.43 0.23
C 3.31 -1.24 1.66 -0.75
N 2.30 -0.56 2.53 0.30
C 1.06 -0.69 2.13 -0.49
C 2.73 0.83 2.83 -0.80
H 2.39 0.07 -1.28 0.29
H 1.89 -1.49 -0.55 0.35
H 0.86 2.12 1.51 0.36
H 1.76 2.27 -0.03 0.11
H 4.82 0.86 1.24 0.33
H 3.98 1.45 -0.21 0.32
H 4.27 -1.25 2.18 0.33
H 2.99 -2.26 1.47 0.37
H 0.31 -0.11 2.66 0.42
H 0.74 -1.66 1.75 0.44
H 3.69 0.80 3.33 0.30
H 1.99 1.30 3.48 0.38
```

Calculated values
spin multiplicity	1
strongest force on any atom	1.822	eV Å⁻¹
charge	+3
energy above the lowest of the compared OMol25 structures with the same formula, charge and spin	0.0	kcal/mol

Computed, not measured: C21H46B3LuN3O12S as an isolated structure at a distorted geometry, with ωB97M-V/def2-TZVPD.

Geometry as XYZ:
```
87
Properties=species:S:1:pos:R:3:mulliken_charge:R:1
C -5.87 1.64 2.16 -0.83
C -5.83 0.04 2.01 0.00
O -5.83 -0.46 0.66 -0.30
C -4.70 -0.01 -0.10 -0.55
C -3.97 -1.21 -0.93 0.19
C -3.18 -2.11 0.12 -0.56
C -1.73 -2.64 -0.23 -0.06
C -0.98 -2.14 -1.54 -1.72
C -0.19 -0.70 -1.41 0.23
B -0.12 -0.29 -3.02 -0.29
O -0.11 -1.30 -4.08 -0.49
N -0.14 1.11 -3.55 0.35
C -1.48 1.34 -4.19 -0.77
C 0.97 1.42 -4.49 -0.64
O -1.14 0.08 -0.65 0.39
S -0.73 1.61 -0.27 1.38
O -1.25 2.62 -1.29 -0.71
O -1.52 1.96 0.99 -0.62
C 1.12 1.70 -0.03 -1.70
N 1.63 2.17 -1.38 -0.08
B 1.43 3.02 0.87 0.76
C 0.49 4.37 0.70 -0.78
O 2.50 3.23 1.79 -0.55
C 1.66 0.26 0.39 2.16
C 3.28 0.17 0.58 -1.23
O 3.72 0.63 1.91 -0.16
C 4.95 -0.01 2.26 0.58
C 4.94 -1.35 3.13 -0.72
O 6.02 0.52 1.90 -0.49
C 1.07 -0.40 1.72 1.03
C 0.90 0.42 3.07 0.39
O -0.49 0.73 3.43 -0.55
C 1.34 -0.56 4.30 -0.77
N 0.46 -1.76 4.42 -0.35
C 1.29 -0.85 -0.79 0.05
O 1.30 -2.21 -0.22 -0.61
B 2.48 -1.02 -1.94 0.36
O 3.21 0.03 -2.56 -0.62
O 2.96 -2.35 -2.30 -0.53
C 2.72 -2.68 -3.69 -0.45
H -5.44 2.22 1.28 0.24
H -5.21 1.90 3.07 0.26
H -6.91 2.07 2.36 0.33
H -4.91 -0.36 2.59 0.16
H -6.78 -0.36 2.51 0.35
H -5.10 0.71 -0.92 0.33
H -3.91 0.54 0.51 0.27
H -3.35 -0.68 -1.72 -0.35
H -4.83 -1.84 -1.36 0.53
H -3.84 -3.02 0.38 0.35
H -3.11 -1.51 1.11 0.10
H -1.06 -2.49 0.70 -0.51
H -1.80 -3.79 -0.32 0.60
H -1.81 -2.01 -2.34 0.67
H -0.31 -2.95 -2.01 0.42
H -1.04 -1.51 -4.32 0.38
H -1.44 1.48 -5.32 0.43
H -2.11 0.40 -3.96 0.25
H -2.02 2.24 -3.71 0.26
H 1.75 2.09 -3.97 0.16
H 1.53 0.51 -4.89 0.30
H 0.65 2.02 -5.42 0.44
H 1.23 3.10 -1.61 0.44
H 2.65 2.32 -1.30 0.38
H -0.44 4.31 1.39 0.29
H 1.07 5.29 1.05 0.28
H 0.21 4.57 -0.39 0.25
H 2.11 3.47 2.66 0.32
H 3.64 -0.93 0.63 0.44
H 3.86 0.81 -0.16 0.41
H 4.03 -1.97 2.79 0.05
H 4.78 -1.07 4.23 0.28
H 5.90 -1.95 3.00 0.36
H 0.02 -0.83 1.49 -0.35
H 1.82 -1.23 2.01 -0.21
H 1.60 1.32 3.21 0.05
H -0.54 1.72 3.38 0.41
H 1.26 0.01 5.30 0.37
H 2.43 -0.90 4.18 -0.01
H 0.46 -2.33 3.57 0.47
H -0.50 -1.50 4.71 0.25
H 2.20 -2.42 0.14 0.52
H 3.18 0.02 -3.54 0.39
H 2.42 -1.82 -4.37 0.14
H 3.61 -3.24 -4.15 0.29
H 1.85 -3.43 -3.72 0.20
Lu 1.06 -3.99 3.52 0.29
```

Calculated values
spin multiplicity	1
strongest force on any atom	7.588	eV Å⁻¹
charge	+3

Computed, not measured: C39H64BrN7O8SSiTi as an isolated structure at a distorted geometry, with ωB97M-V/def2-TZVPD.

Geometry as XYZ:
```
122
Properties=species:S:1:pos:R:3:mulliken_charge:R:1
Ti 0.29 -0.14 0.97 -1.12
C 0.25 4.75 6.77 -1.73
C -0.55 3.46 6.99 1.94
C -2.05 3.79 6.99 -1.60
C -0.17 2.89 8.35 -2.02
C -0.31 2.47 5.86 0.06
C -0.30 2.94 4.55 -0.67
C -0.17 2.02 3.53 0.12
Br -0.06 2.55 1.65 0.03
C -0.06 0.64 3.73 0.32
O -0.02 -0.11 2.63 0.78
C 0.01 0.17 5.05 -0.83
C -0.13 1.11 6.07 -0.63
C 0.35 -1.28 5.40 2.33
C 0.23 -2.26 4.22 -2.12
C 1.81 -1.28 5.88 -1.64
C -0.55 -1.81 6.53 -1.86
H 0.19 5.37 7.66 0.47
H -0.12 5.33 5.94 0.34
H 1.30 4.52 6.59 0.39
H -2.27 4.53 7.76 0.45
H -2.64 2.90 7.20 0.36
H -2.37 4.19 6.03 0.37
H -0.27 3.65 9.12 0.46
H 0.87 2.55 8.35 0.44
H -0.82 2.06 8.64 0.36
H -0.38 3.98 4.32 0.44
H -0.09 0.77 7.09 0.51
H -0.77 -2.24 3.78 0.33
H 0.96 -2.05 3.44 0.18
H 0.42 -3.26 4.58 0.68
H 2.47 -0.91 5.10 0.24
H 2.12 -2.29 6.15 0.47
H 1.92 -0.64 6.75 0.39
H -1.60 -1.77 6.25 0.41
H -0.41 -1.26 7.45 0.38
H -0.30 -2.85 6.73 0.50
O 5.65 -3.54 3.12 -0.52
C 5.83 -2.15 3.12 -0.69
C 4.64 -1.50 2.47 0.31
C 4.30 -0.17 2.71 -1.15
C 3.11 0.31 2.19 -0.58
N 2.28 -0.44 1.47 0.70
C 2.64 -1.69 1.15 0.25
C 3.81 -2.26 1.64 -0.86
C 1.66 -2.44 0.35 0.84
C 2.01 -3.41 -0.59 -0.61
C 1.01 -4.07 -1.29 0.42
C 1.28 -5.07 -2.39 -0.61
O 0.39 -6.15 -2.36 -0.53
C -0.32 -3.80 -0.95 -0.73
C -0.59 -2.80 -0.04 -0.45
N 0.37 -2.12 0.58 0.89
H 6.39 -3.96 3.57 0.33
H 6.74 -1.86 2.57 0.33
H 5.93 -1.76 4.15 0.39
H 4.93 0.46 3.32 0.54
H 2.80 1.34 2.38 0.52
H 4.07 -3.28 1.44 0.71
H 3.05 -3.61 -0.79 0.63
H 2.33 -5.39 -2.37 0.45
H 1.10 -4.56 -3.34 -0.02
H 0.70 -6.82 -1.74 0.35
H -1.10 -4.35 -1.45 0.56
H -1.61 -2.53 0.21 0.38
N -2.63 -0.58 1.86 -0.43
N -3.08 0.45 1.03 -0.29
C -2.34 0.82 -0.06 0.02
N -2.80 1.77 -0.87 -0.33
N -1.21 0.16 -0.23 -0.11
N -0.23 0.59 -1.22 0.89
O 0.94 0.40 -0.57 -0.15
O -0.38 1.76 -1.62 -0.98
H -3.22 -1.41 1.77 0.32
H -2.64 -0.27 2.83 0.29
H -4.04 0.79 1.11 0.21
H -3.61 2.32 -0.65 0.29
H -2.09 2.11 -1.53 0.12
C -1.44 -2.56 -5.50 -0.77
C -0.41 -1.71 -6.24 1.69
C 0.93 -2.44 -6.32 -1.69
C -0.89 -1.34 -7.64 -1.67
O -0.17 -0.50 -5.53 1.15
Si -0.82 0.39 -4.37 -1.65
S -0.24 -0.71 -2.51 0.44
O -0.25 1.87 -4.45 0.13
C 0.97 2.51 -4.87 1.49
C 1.34 2.04 -6.28 -1.45
C 0.67 4.01 -4.86 -1.74
C 2.07 2.17 -3.87 -1.26
O -2.40 0.39 -4.10 0.48
C -3.50 1.05 -4.73 1.69
C -4.60 0.01 -4.93 -1.76
C -3.97 2.15 -3.78 -1.62
C -3.08 1.67 -6.06 -1.23
H -1.62 -3.48 -6.05 0.59
H -2.37 -2.01 -5.39 -0.18
H -1.07 -2.80 -4.51 -0.01
H 0.80 -3.40 -6.82 0.49
H 1.32 -2.61 -5.32 0.23
H 1.65 -1.85 -6.88 0.35
H -0.93 -2.22 -8.28 0.49
H -0.21 -0.62 -8.09 0.33
H -1.89 -0.90 -7.61 0.25
H 0.52 2.25 -6.96 0.33
H 1.53 0.97 -6.28 0.14
H 2.23 2.57 -6.61 0.53
H -0.15 4.23 -5.54 0.35
H 1.55 4.56 -5.17 0.42
H 0.39 4.32 -3.86 0.33
H 2.29 1.10 -3.91 0.21
H 1.73 2.42 -2.87 0.11
H 2.97 2.74 -4.10 0.59
H -4.77 -0.53 -4.00 0.33
H -4.32 -0.71 -5.70 0.32
H -5.52 0.50 -5.23 0.46
H -4.39 1.70 -2.89 0.23
H -4.73 2.75 -4.27 0.57
H -3.13 2.78 -3.52 0.22
H -2.63 0.93 -6.71 0.08
H -2.34 2.46 -5.88 0.21
H -3.94 2.10 -6.56 0.56
```

Calculated values
spin multiplicity	1
strongest force on any atom	3.538	eV Å⁻¹
charge	+2
energy above the lowest of the compared OMol25 structures with the same formula, charge and spin	73.2	kcal/mol

Computed, not measured: one molecule with the formula C23H34N2O5, with ωB97M-V/def2-TZVPD.

Geometry as XYZ:
```
64
Properties=species:S:1:pos:R:3:mulliken_charge:R:1
C -7.56 -2.07 1.15 -0.61
O -8.26 -1.51 0.06 -0.41
C -8.99 -0.34 0.37 -0.54
C -8.25 0.96 0.01 -0.63
C -6.95 1.10 0.79 0.51
O -6.94 1.58 1.91 -0.69
N -5.81 0.68 0.19 0.30
C -5.73 0.06 -1.12 -0.61
C -4.44 -0.73 -1.24 -1.48
C -3.20 0.17 -1.11 0.24
O -2.16 -0.68 -0.65 -0.42
C -0.86 -0.28 -0.74 0.64
C 0.08 -1.19 -0.27 -0.72
C 1.43 -0.90 -0.30 -0.57
C 1.87 0.31 -0.81 0.47
C 3.31 0.69 -0.90 0.39
O 3.74 1.43 -1.77 -0.69
N 4.11 0.15 0.05 -0.13
C 5.52 0.41 0.14 -0.31
C 5.88 1.22 1.39 -0.78
C 7.39 1.41 1.44 -0.60
O 8.08 0.18 1.44 -0.46
C 7.83 -0.66 0.32 1.74
C 8.52 -1.98 0.65 -1.82
C 8.44 -0.08 -0.97 -1.67
C 6.32 -0.90 0.15 -1.07
C 0.93 1.21 -1.31 -1.12
C -0.42 0.94 -1.26 0.01
C -3.48 1.32 -0.13 -0.54
C -4.55 0.91 0.87 -1.26
H -6.99 -2.91 0.75 0.25
H -8.25 -2.44 1.92 0.34
H -6.87 -1.35 1.62 0.24
H -9.91 -0.40 -0.21 0.36
H -9.25 -0.33 1.44 0.35
H -8.89 1.79 0.31 0.43
H -8.08 1.00 -1.06 0.30
H -6.57 -0.62 -1.25 0.73
H -5.77 0.83 -1.91 0.15
H -4.42 -1.26 -2.20 0.45
H -4.39 -1.49 -0.46 0.33
H -2.93 0.57 -2.10 0.32
H -0.28 -2.13 0.12 0.43
H 2.13 -1.65 0.05 0.40
H 3.69 -0.39 0.80 0.37
H 5.76 1.00 -0.76 0.33
H 5.38 2.19 1.37 0.38
H 5.55 0.67 2.28 0.29
H 7.69 1.90 2.37 0.40
H 7.72 2.04 0.60 0.32
H 8.32 -2.72 -0.12 0.37
H 8.16 -2.35 1.61 0.42
H 9.59 -1.82 0.73 0.42
H 9.48 0.20 -0.78 0.39
H 7.90 0.80 -1.32 0.37
H 8.42 -0.83 -1.75 0.41
H 6.14 -1.45 -0.78 0.36
H 5.97 -1.50 0.99 0.40
H 1.29 2.14 -1.73 0.43
H -1.11 1.67 -1.65 0.34
H -3.82 2.20 -0.68 0.34
H -2.57 1.57 0.40 0.61
H -4.23 0.00 1.41 0.26
H -4.72 1.69 1.61 0.54
```

Calculated values
spin multiplicity	1
strongest force on any atom	0.603	eV Å⁻¹
SMILES string	COCCC(=O)N1CCC(Oc2ccc(C(=O)N[C@H]3CCOC(C)(C)C3)cc2)CC1
charge	0
energy above the lowest of the compared OMol25 structures with the same formula, charge and spin	17.2	kcal/mol

Computed, not measured: C3H4S2 as an isolated structure at a distorted geometry, with ωB97M-V/def2-TZVPD.

Geometry as XYZ:
```
9
Properties=species:S:1:pos:R:3:mulliken_charge:R:1
C -1.16 -0.09 0.14 0.07
C -0.04 -1.00 0.22 -0.07
C 0.59 0.15 -0.58 -0.43
S -2.55 0.66 -0.03 -0.30
S 1.25 1.77 -0.10 -0.17
H 0.38 -1.32 1.16 0.24
H -0.10 -1.93 -0.39 0.22
H 0.72 0.07 -1.63 0.33
H 0.89 1.70 1.19 0.11
```

Calculated values
spin multiplicity	1
strongest force on any atom	3.222	eV Å⁻¹
charge	0
energy above the lowest of the compared OMol25 structures with the same formula, charge and spin	70.6	kcal/mol

Computed, not measured: one molecule with the formula C8H10N4O4 at a distorted geometry, with ωB97M-V/def2-TZVPD.

Geometry as XYZ:
```
26
Properties=species:S:1:pos:R:3:mulliken_charge:R:1
C 0.82 -3.81 -0.54 -1.13
C 1.40 -2.65 0.30 0.80
O 2.63 -2.35 0.24 -0.62
N 0.59 -1.82 0.97 0.19
C -0.36 -2.27 1.74 0.37
O -0.79 -3.43 1.74 -0.66
N -0.68 -1.30 2.66 -0.43
C 0.28 -0.24 2.56 0.40
N -0.27 1.06 2.46 -0.27
C -0.24 1.58 1.19 0.23
O -0.65 2.64 0.87 -0.59
N 0.18 0.57 0.41 0.10
C 0.32 0.73 -0.95 0.75
C -0.73 1.39 -1.84 -1.40
O 1.25 0.14 -1.51 -0.56
C 0.91 -0.43 1.19 -0.76
H 1.38 -4.00 -1.46 0.42
H 1.14 -4.68 0.03 0.29
H -0.23 -3.58 -0.84 0.28
H -0.91 -1.71 3.64 0.37
H 1.08 -0.27 3.34 0.41
H -0.23 1.74 3.23 0.30
H -0.66 1.00 -2.82 0.40
H -0.68 2.46 -1.87 0.33
H -1.73 1.37 -1.52 0.39
H 1.95 -0.16 1.29 0.38
```

Calculated values
spin multiplicity	1
strongest force on any atom	7.059	eV Å⁻¹
SMILES string	CC(=O)N1C(=O)N[C@H]2NC(=O)N(C(C)=O)[C@H]21
charge	0
energy above the lowest of the compared OMol25 structures with the same formula, charge and spin	0.0	kcal/mol

Computed, not measured: C9H10N3 as an isolated structure at a distorted geometry, with ωB97M-V/def2-TZVPD.

Geometry as XYZ:
```
22
Properties=species:S:1:pos:R:3:mulliken_charge:R:1
C 3.92 0.78 -0.01 -0.77
C 3.63 -0.67 -0.08 -0.37
C 2.65 1.36 -0.05 -0.11
C 2.23 -0.78 0.01 0.14
C 1.10 -1.73 0.13 -1.07
C -1.26 1.63 -0.11 -0.65
C 0.30 0.43 0.02 -0.13
C -0.07 -0.94 0.05 0.91
C -2.39 -0.55 -0.56 -0.47
N 1.65 0.50 0.03 0.22
N -1.39 -1.41 0.02 -0.33
N -2.28 0.73 0.28 -0.14
H 4.99 1.11 -0.08 0.34
H 4.38 -1.44 -0.21 0.46
H 2.37 2.43 -0.08 0.35
H 0.91 -2.73 0.13 0.44
H -1.21 2.64 0.22 0.33
H -2.06 -0.37 -1.68 0.33
H -3.33 -0.93 -0.44 0.46
H -1.49 -2.34 -0.14 0.24
H -2.13 0.37 1.33 0.42
H -3.21 1.14 0.32 0.39
```

Calculated values
spin multiplicity	1
strongest force on any atom	6.882	eV Å⁻¹
charge	+1
energy above the lowest of the compared OMol25 structures with the same formula, charge and spin	122.5	kcal/mol

Computed, not measured: C28H18F5OPtS2Si as an isolated structure at a distorted geometry, with ωB97M-V/def2-TZVPD.

Geometry as XYZ:
```
56
Properties=species:S:1:pos:R:3:mulliken_charge:R:1
Pt 1.19 1.12 0.73 0.30
F 7.94 4.09 1.03 -0.31
C 6.63 3.85 0.84 0.56
C 6.16 2.54 0.77 -0.19
F 7.04 1.53 0.90 -0.32
C 4.82 2.29 0.54 0.06
F 4.39 1.02 0.50 -0.04
C 3.89 3.33 0.35 0.31
S 2.26 3.09 -0.11 -0.61
C 4.39 4.65 0.47 0.18
F 3.54 5.69 0.36 -0.32
C 5.73 4.90 0.71 0.21
F 6.18 6.17 0.80 -0.30
C -7.67 -1.07 0.57 -0.97
C -7.86 0.06 -0.39 0.66
O -8.08 -0.01 -1.56 -0.52
S -7.78 1.68 0.46 -0.13
C -6.02 1.60 0.78 -0.26
C -5.17 1.58 -0.32 -0.38
C -3.81 1.55 -0.11 -0.38
C -3.27 1.53 1.18 0.41
C -4.16 1.56 2.27 -0.60
C -5.52 1.59 2.07 -0.30
C -1.87 1.50 1.32 0.58
C -0.65 1.55 1.37 -1.38
H -7.77 -2.03 0.06 0.32
H -8.42 -0.97 1.35 0.31
H -6.69 -1.01 1.04 0.30
H -5.58 1.61 -1.32 0.47
H -3.13 1.54 -0.95 0.54
H -3.75 1.55 3.28 0.46
H -6.21 1.63 2.91 0.42
C -2.06 -3.11 -1.61 -0.44
C -1.88 -1.74 -1.62 -0.65
C -0.79 -1.18 -0.98 -0.18
C 0.12 -1.97 -0.29 0.36
C -0.07 -3.34 -0.29 -0.44
C -1.15 -3.91 -0.95 -0.59
Si 1.63 -1.18 0.60 0.66
C 3.13 -1.89 -0.36 0.16
C 4.09 -2.64 0.31 -0.25
C 5.18 -3.17 -0.36 -0.52
C 5.32 -2.96 -1.72 -0.36
C 4.38 -2.21 -2.40 -0.63
C 3.29 -1.69 -1.72 -0.34
H -2.91 -3.56 -2.11 0.37
H -2.59 -1.11 -2.15 0.36
H -0.65 -0.10 -0.99 0.24
H 0.64 -3.97 0.23 0.31
H -1.27 -4.99 -0.95 0.37
H 1.70 -1.93 1.90 -0.30
H 3.99 -2.81 1.37 0.33
H 5.92 -3.75 0.18 0.36
H 6.17 -3.38 -2.25 0.37
H 4.49 -2.02 -3.46 0.37
H 2.55 -1.11 -2.26 0.38
```

Calculated values
spin multiplicity	1
strongest force on any atom	2.668	eV Å⁻¹
charge	-1
energy above the lowest of the compared OMol25 structures with the same formula, charge and spin	55.5	kcal/mol

Number 1: energy -3272.76581 hartree. Number 2: energy -3601.74749 hartree. Number 3: energy -6620.53577 hartree. Number 4: energy -1382.55732 hartree. Number 5: energy -912.94803 hartree. Number 6: energy -830.87116 hartree. Number 7: energy -512.72985 hartree. Number 8: energy -2857.52275 hartree.